Here is an isolated molecule of C16H23N3O3 at a distorted geometry from the OMol25 dataset. Energies are from ωB97M-V/def2-TZVPD.

The geometry in ORCA input format:
```
! RIJCOSX wB97M-V def2-TZVPD def2/J DEFGRID3
* xyz 0 1
H 2.6240 -1.2811 -0.4707
H -2.0633 2.0732 -0.7255
H 4.9873 0.3278 1.4619
H 2.5016 3.1223 1.1848
C 1.6698 -3.8346 -0.9038
C -2.9212 -0.8683 0.7119
H 0.3370 -2.5438 2.0124
C -0.6961 0.5147 -0.2236
H 1.4915 -4.7166 -1.5206
C 1.5906 -1.3244 -0.8308
C 4.9536 2.6431 0.0200
C 3.8032 1.6672 0.2492
C 0.7642 -3.8581 0.3244
N 0.7094 -1.3799 0.3218
H 3.2504 0.1179 1.6692
H 2.7154 -3.8522 -0.5865
C 4.0374 0.8544 1.5208
H 1.3881 -0.4344 -1.4215
H 2.0814 -2.5057 -2.5612
C -1.6783 -1.4494 0.7773
H 4.7997 3.2075 -0.8960
H 2.3488 3.0318 -0.5870
H 1.1828 1.0839 1.2856
H -3.7957 -1.3853 1.0762
H 0.9976 -4.7146 0.9584
H 2.0079 -2.5093 1.4417
H 3.7454 0.9849 -0.6054
C 0.4571 1.4051 -0.5960
H 5.0271 3.3444 0.8485
H 4.0659 1.5100 2.3889
H -0.2761 -3.9419 0.0049
C -3.0702 0.3932 0.1419
H 5.8965 2.1077 -0.0606
C 2.4818 2.4451 0.3249
C -1.9499 1.0806 -0.3159
O -5.3083 0.3547 0.4903
N -4.3632 0.9877 0.0546
C 0.9611 -2.5642 1.1182
H -1.5997 -2.4396 1.1945
N 1.3254 1.5866 0.4251
O -4.4516 2.0936 -0.4435
C -0.5332 -0.7987 0.2814
C 1.4039 -2.5662 -1.7090
O 0.5571 1.9613 -1.6696
H 0.3800 -2.5791 -2.0893
*
```

Gap between HOMO and LUMO   8.138 eV
HOMO   -8.380 eV
Energy relative to the best compared isomer or geometry (same formula, charge and spin)   379.5 kJ/mol
SMILES string   CC(C)CNC(=O)c1cc([N+](=O)[O-])ccc1N1CCCCC1

Mulliken atomic charge list, values in e, 8 entries: H 0.29; H 0.60; H 0.40; H 0.43; C -0.82; C -0.99; H 0.66; C 0.88

***

Here is an isolated molecule of C16H23N3O4S at a distorted geometry from the OMol25 dataset. Energies are from ωB97M-V/def2-TZVPD.

The geometry in ORCA input format:
```
! RIJCOSX wB97M-V def2-TZVPD def2/J DEFGRID3
* xyz 0 1
C -0.2781 0.6458 -6.3512
H 0.2358 -0.3380 5.2250
C -0.4438 0.1782 4.5586
C 0.4086 -1.4487 -2.7103
C 0.1302 -0.7111 -3.9628
C 0.9742 -0.9427 -4.9837
H 1.7046 -1.7737 -4.8873
O 1.0304 0.2442 2.7361
H 0.3877 3.8903 2.6623
H -1.5855 -3.2644 2.4978
C 1.2474 -2.0848 0.1618
H 1.7561 1.8004 4.5795
H 0.3452 2.6569 4.8632
N 0.0130 -2.2471 -0.4521
H 0.3768 -2.2406 3.4862
C -0.8150 0.4024 -3.9843
H -0.9857 1.2593 6.2106
H 1.0601 -0.9014 -7.0206
C 1.3115 3.3995 3.0509
H -1.3777 0.6856 -3.1668
H 2.0519 3.0379 2.2443
N -0.2516 -1.4714 -1.5577
H -0.2650 0.8651 -8.5078
C 0.7155 -0.3184 -6.2077
C 0.8982 2.2810 4.0603
H -0.6794 2.2926 -7.6328
H 1.3355 -2.0521 -2.7525
O -1.4369 0.8070 5.4920
H 2.2489 -0.8430 1.3970
C -0.8822 1.1264 -5.1665
H -1.5363 1.9743 -5.2582
C 0.2702 -0.7049 1.9918
H -2.5725 -0.9475 5.5123
N 1.3852 -1.4202 1.3023
C -0.8077 1.2181 -7.6905
H -0.5129 1.5223 2.7919
H -0.7236 -2.4973 0.1364
H -0.5378 -0.3304 1.2807
C -0.4289 -1.7319 2.8906
C -1.3090 -0.8891 3.9056
H -2.1699 -0.4446 3.2205
H 1.8946 4.0464 3.7307
S 2.7253 -2.5453 -0.3943
C 0.1501 1.0662 3.4466
O -1.1316 -2.6015 2.0026
O -2.0156 -1.5510 5.0050
H -1.9102 0.9012 -7.7556
*
```

Gap between HOMO and LUMO   8.178 eV
HOMO   -7.693 eV
Energy relative to the best compared isomer or geometry (same formula, charge and spin)   538.5 kJ/mol
SMILES string   CC[C@H]1O[C@@H](NC(=S)N/N=C/c2ccc(C)cc2)[C@H](O)[C@@H](O)[C@@H]1O

Mulliken atomic charge list, values in e, 8 entries: C 0.62; H 0.38; C -0.04; C -0.19; C 0.90; C -0.60; H 0.31; O -0.46

***

Here is a structure of composition C16H24BF4K2O12 at a distorted geometry from the OMol25 dataset. Energies are from ωB97M-V/def2-TZVPD.

The geometry in ORCA input format:
```
! RIJCOSX wB97M-V def2-TZVPD def2/J DEFGRID3
* xyz 2 2
O -14.2171 -4.8646 -13.4539
B -16.2868 -0.6566 -10.8007
H -12.8213 0.2355 -9.1488
C -18.1209 3.7173 -13.9846
O -16.6331 1.0021 -16.8557
H -10.8866 3.5411 -10.6525
C -17.9385 -1.6815 -15.1655
H -14.5561 -3.6458 -10.5699
H -18.5028 -0.3142 -13.6415
O -16.7854 3.4928 -13.8264
C -17.3455 0.2159 -16.2109
H -15.9021 -3.7229 -11.7709
H -18.1427 1.1430 -12.2091
H -20.5144 -1.1886 -15.8070
H -17.6157 -2.2645 -14.3029
C -13.8340 -3.8131 -12.6341
F -16.5015 -1.7880 -10.0235
H -10.0254 2.2601 -9.7734
H -14.0389 -1.6690 -12.8440
F -16.6357 -1.0209 -12.0695
H -15.1651 2.2794 -11.2414
H -12.8039 -3.8760 -12.2835
O -14.9516 -5.3926 -11.5647
C -12.0200 0.9719 -9.0882
C -14.8703 -3.9982 -11.5524
C -14.1847 -2.5764 -13.4300
O -10.1352 2.0608 -11.8092
C -16.5319 2.4891 -12.9423
H -14.5977 3.5016 -12.3371
O -18.3462 0.5808 -15.4671
C -15.5038 3.0613 -11.9210
H -20.7512 -1.3030 -14.0627
C -11.9055 1.6491 -10.4311
H -18.0614 2.6585 -11.3366
F -14.9492 -0.2758 -10.7263
K -18.9715 -1.8664 -9.9921
H -15.2083 -2.5184 -13.8000
O -18.7762 3.0013 -13.0727
H -12.7294 2.3495 -10.5676
C -17.9368 2.2075 -12.3210
C -20.3164 -0.6946 -14.8557
C -10.8340 0.9699 -12.2938
H -20.7950 0.2837 -14.8110
C -18.8029 -0.4942 -14.6738
O -10.6064 0.3790 -13.3840
H -18.5739 -2.3501 -15.7463
H -15.7480 3.9157 -11.2897
O -14.7429 -6.9811 -13.1293
O -17.0811 -1.1085 -16.0643
F -17.0886 0.3618 -10.2739
O -18.6537 4.3937 -14.7452
H -16.1133 1.6491 -13.4967
O -11.8661 0.7401 -11.4783
K -14.3007 -2.3799 -8.1915
H -13.5316 -2.4218 -14.2888
H -11.1565 0.3875 -8.7702
C -14.7047 -5.8065 -12.7997
C -10.6792 2.4715 -10.6196
H -12.1110 1.6486 -8.2385
*
```

Gap between HOMO and LUMO (alpha / beta)   8.358 / 2.570 eV
HOMO (alpha / beta)   -14.664 / -14.664 eV
Expectation value of S²   0.76

Mulliken atomic charge list, values in e, 8 entries: O -0.32; B 0.07; H -0.11; C 0.51; O -0.33; H 0.33; C -0.23; H -0.62

***

Here is a structure of composition C16H24BrINO6SbSe4V from the OMol25 dataset. Energies are from ωB97M-V/def2-TZVPD.

The geometry in ORCA input format:
```
! RIJCOSX wB97M-V def2-TZVPD def2/J DEFGRID3
* xyz 0 2
H -0.1645 2.7220 -0.3272
H 2.0789 -1.9718 -4.4221
H -2.0135 -2.7055 -3.1337
O 1.5985 -0.1392 -5.1173
C -2.7936 0.0187 3.9868
H 2.8377 -0.1620 -2.8696
H 4.2705 1.3404 -1.5938
Sb 2.1876 -3.1834 1.7181
H 0.0317 2.3792 -3.0420
H 0.7394 0.8597 0.9755
C -2.1617 -0.6980 0.7180
Br -4.2082 -1.2099 3.6980
C -0.8122 1.9046 4.4116
H -2.7795 0.0861 -1.2209
H -2.3935 3.3596 4.3209
H -3.7970 -1.2398 -0.5868
O -0.1902 0.9957 -1.5103
H -4.1575 1.6671 3.9465
C 0.6336 1.6629 -2.4719
O -0.7550 -0.4377 0.5525
C -3.1235 1.3678 4.0502
Se 4.3606 -2.9189 0.6271
C 3.4666 0.8423 -1.0373
C -0.6552 1.7518 -0.3959
H 0.9461 0.8786 -3.1536
O 1.8437 -0.8941 -1.2490
C -0.4889 0.5594 4.3408
O 2.4122 1.7492 -0.7669
O -1.9200 -1.7981 -1.2708
H 0.5403 0.2389 4.4403
C -2.7802 -0.8485 -0.6537
H 2.5488 2.5852 -2.6718
N -0.1962 -1.7339 -2.7047
I -0.8386 -2.3853 3.9761
H 0.6104 -1.8358 -5.5714
H -0.8248 1.2731 1.7284
Se 2.4830 -0.8379 2.3068
H -1.7307 1.9226 -0.5086
H -2.6173 0.1035 1.2983
C 1.4277 -1.3271 -5.0340
C -0.3357 0.9180 0.8198
C -2.1312 2.3114 4.2616
H 3.8375 0.5334 -0.0623
C -1.6179 -1.7898 -2.6882
H 1.5157 3.3823 -1.4951
C 1.8267 2.4035 -1.8659
C -1.4756 -0.4029 4.1240
H -0.0306 2.6331 4.5841
H -2.0639 -0.9074 -3.1595
C 3.0291 -0.3876 -1.8162
H -2.2387 -1.6349 1.2701
Se 1.6359 -4.9431 3.2230
Se 0.3977 -3.5031 -0.1248
H 3.7989 -1.1577 -1.7390
V 0.2367 -1.3967 -1.1138
*
```

Gap between HOMO and LUMO (alpha / beta)   6.360 / 6.126 eV
HOMO (alpha / beta)   -7.495 / -7.482 eV
Expectation value of S²   0.76
Energy relative to the best compared isomer or geometry (same formula, charge and spin)   0.0 kJ/mol

Mulliken atomic charge list, values in e, 8 entries: H 0.39; H 0.21; H 0.34; O -0.46; C -0.06; H 0.15; H 0.47; Sb 0.68